{"formula": "C3H5ClS", "method": "ωB97M-V/def2-TZVPD", "lumo_energy_ha": -0.0015, "de_lowest_kcal_mol": 81.6, "total_energy_ha": -975.5267, "orbital_gap_ev": 8.57, "homo_ha": -0.316, "symbols": ["Cl", "S", "C", "C", "C", "H", "H", "H", "H", "H"], "xyz": [[-1.7018, 0.2232, -1.0169], [2.1723, -0.9865, -1.1165], [1.1279, -1.5902, -0.0280], [-0.6752, 1.4777, -0.2806], [-1.0494, 2.0396, 0.8431], [-0.4222, 2.7397, 1.4927], [2.0521, -1.8596, -2.1145], [-2.0278, 1.9487, 1.2336], [0.2487, 1.8295, -0.8037], [0.6715, -2.5461, -0.1743]], "atomic_forces_ev_per_a": [[0.760, 0.916, 0.063], [-0.825, -0.388, 0.417], [0.579, 1.305, 1.280], [0.586, 0.205, -0.613], [0.944, 1.639, 1.384], [-0.569, -0.916, -1.576], [0.479, -0.339, -0.947], [-0.834, -0.732, 0.429], [-0.892, -1.125, 0.311], [-0.229, -0.566, -0.748]]}